Density functional theory data (ωB97M-V/def2-TZVPD) for a molecular structure, C40H34BrF4N4OPRbSSe2 at a distorted geometry.

Computed properties:
Lowest unoccupied orbital energy (eV): -2.2021
Highest occupied orbital energy (eV): -10.31
Net charge: +1
F_max (eV/Å): 1.663
Energy relative to the best compared isomer or geometry (same formula, charge and spin) (kJ/mol): 86.1

Atoms and positions in Å:
Rb1 -0.116 -0.041 0.085
Se1 -1.307 1.972 3.244
Se2 -0.029 0.416 4.360
C1 1.723 0.638 3.555
C2 2.784 0.915 4.410
C3 4.061 0.975 3.873
C4 4.226 0.785 2.510
C5 3.101 0.539 1.740
N1 1.873 0.454 2.251
C6 -2.778 0.895 2.576
C7 -4.006 0.972 3.221
C8 -5.083 0.306 2.655
C9 -4.891 -0.414 1.486
C10 -3.619 -0.451 0.939
N2 -2.584 0.196 1.469
H1 2.603 1.078 5.463
H2 4.912 1.176 4.510
H3 5.205 0.825 2.053
H4 3.187 0.391 0.668
H5 -4.106 1.536 4.137
H6 -6.058 0.348 3.122
H7 -5.710 -0.935 1.009
H8 -3.415 -1.020 0.035
F1 2.515 -1.584 -7.259
C11 1.654 -1.369 -6.280
C12 0.303 -1.241 -6.553
F2 -0.133 -1.340 -7.799
C13 -0.585 -1.009 -5.517
F3 -1.869 -0.890 -5.839
C14 -0.171 -0.893 -4.191
P1 -1.405 -0.608 -2.825
C15 -2.406 -2.120 -3.144
C16 -1.792 -3.291 -2.694
C17 -2.402 -4.521 -2.878
C18 -3.647 -4.588 -3.488
C19 -4.267 -3.427 -3.924
C20 -3.650 -2.194 -3.759
C21 -2.333 0.808 -3.516
C22 -1.696 1.765 -4.305
C23 -2.379 2.893 -4.731
C24 -3.705 3.085 -4.366
C25 -4.335 2.158 -3.551
C26 -3.648 1.034 -3.114
C27 1.194 -1.039 -3.944
Br1 1.912 -0.956 -2.197
C28 2.094 -1.269 -4.973
F4 3.395 -1.394 -4.721
H9 -0.824 -3.239 -2.205
H10 -1.913 -5.425 -2.538
H11 -4.132 -5.545 -3.627
H12 -5.234 -3.483 -4.406
H13 -4.130 -1.305 -4.143
H14 -0.663 1.630 -4.603
H15 -1.879 3.621 -5.356
H16 -4.241 3.958 -4.713
H17 -5.365 2.308 -3.256
H18 -4.137 0.331 -2.449
C29 1.776 -3.161 2.673
C30 0.633 -3.655 1.857
N3 -0.215 -2.916 1.179
C31 -1.136 -3.786 0.640
C32 -0.842 -5.065 1.001
N4 0.292 -4.967 1.771
H19 2.090 -2.186 2.307
H20 2.622 -3.848 2.632
H21 1.474 -3.051 3.717
H22 -1.968 -3.433 0.053
H23 -1.315 -6.007 0.788
H24 0.779 -5.735 2.199
C33 6.059 2.922 -1.641
C34 4.559 2.929 -1.539
C35 3.922 3.264 -0.346
C36 2.540 3.267 -0.249
C37 1.781 2.949 -1.363
C38 2.394 2.610 -2.561
C39 3.776 2.598 -2.644
S1 -0.016 2.967 -1.266
C40 -0.191 4.768 -1.129
O1 -0.368 2.424 0.073
H25 6.519 3.286 -0.724
H26 6.390 3.553 -2.465
H27 6.428 1.913 -1.834
H28 4.515 3.525 0.522
H29 2.047 3.505 0.688
H30 1.790 2.365 -3.428
H31 4.260 2.327 -3.575
H32 0.387 5.113 -0.275
H33 -1.250 4.973 -0.982
H34 0.161 5.226 -2.053

Forces on the atoms, in the same order (eV/Å):
Rb 0.13 -1.29 1.05
Se -0.28 0.31 -0.09
Se 0.29 -0.34 0.31
C -0.20 -0.01 -0.07
C -0.05 -0.03 0.02
C -0.02 -0.01 -0.04
C 0.08 0.01 0.03
C -0.01 -0.01 0.11
N -0.04 0.00 -0.13
C 0.20 0.05 0.04
C 0.02 -0.01 -0.02
C 0.00 -0.02 -0.03
C -0.04 0.02 0.04
C -0.02 0.00 0.09
N -0.10 -0.08 -0.09
H 0.02 0.01 0.00
H 0.00 0.00 0.00
H -0.02 0.00 -0.01
H 0.03 0.04 0.00
H -0.01 0.02 -0.01
H 0.00 0.01 0.00
H 0.02 -0.03 0.01
H -0.04 -0.01 0.01
F 0.04 -0.02 -0.06
C -0.07 0.01 0.03
C 0.01 0.00 0.05
F 0.00 0.00 -0.08
C 0.18 0.00 0.20
F -0.11 -0.01 -0.05
C -0.10 0.09 0.08
P -0.08 -0.24 -1.05
C 0.06 0.12 0.22
C -0.05 0.02 -0.05
C -0.01 -0.03 0.01
C 0.00 -0.04 0.01
C -0.06 0.00 -0.01
C 0.05 0.00 -0.06
C 0.05 0.01 0.14
C -0.08 -0.03 -0.06
C 0.00 0.01 0.01
C 0.02 0.05 -0.02
C -0.06 -0.01 0.03
C 0.09 -0.01 0.06
C -0.08 0.05 -0.11
Br 0.33 -0.20 -0.33
C 0.00 0.04 0.25
F 0.04 -0.02 -0.08
H 0.00 -0.02 0.01
H 0.01 0.02 0.01
H 0.00 0.01 0.00
H 0.01 0.02 -0.01
H 0.00 0.03 0.02
H 0.00 -0.02 -0.01
H 0.00 -0.01 -0.01
H 0.00 -0.01 0.01
H 0.01 0.00 0.02
H -0.06 0.00 -0.03
C -0.04 -0.06 0.00
C -0.06 -0.04 -0.03
N 0.11 0.16 -0.08
C -0.06 -0.05 0.17
C -0.06 0.01 -0.10
N 0.00 0.03 0.02
H 0.00 0.01 0.00
H 0.01 0.02 0.00
H 0.04 0.02 0.00
H 0.01 -0.06 -0.02
H 0.00 0.02 0.01
H 0.03 0.00 0.04
C -0.03 -0.01 -0.02
C -0.02 0.00 -0.01
C 0.00 -0.04 0.01
C -0.04 0.01 0.10
C -0.18 0.03 -0.12
C -0.11 0.03 -0.08
C 0.06 0.03 0.04
S 0.55 0.92 -0.48
C -0.13 -0.31 -0.12
O -0.29 0.98 0.32
H 0.02 -0.01 -0.01
H 0.02 0.00 0.01
H 0.01 0.01 0.01
H 0.01 0.00 0.00
H 0.02 -0.02 0.00
H 0.01 -0.04 0.01
H -0.02 0.01 -0.01
H 0.02 -0.04 0.02
H 0.00 -0.01 -0.02
H 0.00 -0.01 0.01